{"formula": "C15H16N2O3", "method": "wB97M-V/def2-TZVPD", "total_energy_ha": -916.4123, "relative_energy_ev": 1.907, "multiplicity": 1, "orbital_gap_ha": 0.30840, "fmax_ev_per_a": 1.53, "mol_weight_g_mol": 272.30, "homo_ev": -7.812, "symbols": ["C", "O", "C", "C", "N", "C", "O", "C", "C", "C", "O", "C", "C", "C", "C", "C", "C", "C", "N", "C", "H", "H", "H", "H", "H", "H", "H", "H", "H", "H", "H", "H", "H", "H", "H", "H"], "coordinates": [[-3.861, -2.026, 1.236], [-4.849, -1.487, 0.392], [-4.842, -0.077, 0.287], [-4.131, 0.421, -0.983], [-2.730, 0.077, -1.011], [-1.784, 0.889, -0.473], [-2.057, 2.001, -0.047], [-0.429, 0.324, -0.468], [-0.023, -0.982, -0.762], [1.354, -0.993, -0.572], [2.403, -1.853, -0.658], [3.496, -1.112, -0.308], [4.798, -1.573, -0.251], [5.781, -0.676, 0.127], [5.474, 0.645, 0.442], [4.176, 1.113, 0.388], [3.167, 0.234, 0.009], [1.754, 0.288, -0.172], [0.662, 1.082, -0.109], [0.657, 2.471, 0.259], [-2.846, -1.781, 0.905], [-3.986, -1.670, 2.266], [-3.998, -3.106, 1.212], [-4.375, 0.375, 1.169], [-5.889, 0.238, 0.241], [-4.614, -0.008, -1.862], [-4.202, 1.511, -1.012], [-2.486, -0.853, -1.303], [-0.636, -1.808, -1.060], [5.028, -2.597, -0.495], [6.807, -1.007, 0.180], [6.268, 1.316, 0.734], [3.953, 2.139, 0.637], [1.686, 2.802, 0.380], [0.166, 3.067, -0.510], [0.110, 2.618, 1.192]], "mulliken_charge": [-0.506, -0.378, -0.444, -0.896, -0.091, 0.590, -0.699, 0.550, -0.981, 0.234, -0.601, 0.027, -0.817, -0.380, -0.766, -0.499, 0.940, 0.305, 0.002, -0.868, 0.144, 0.295, 0.261, 0.331, 0.360, 0.415, 0.358, 0.238, 0.407, 0.438, 0.376, 0.394, 0.365, 0.308, 0.313, 0.277]}


{"formula": "C4H8N2O2", "method": "wB97M-V/def2-TZVPD", "total_energy_ha": -416.9565, "relative_energy_ev": 8.148, "multiplicity": 1, "orbital_gap_ha": [0.28420, 0.28408], "fmax_ev_per_a": 1.24, "mol_weight_g_mol": 116.12, "homo_ev": [-8.213, -8.213], "symbols": ["C", "C", "C", "N", "C", "N", "O", "O", "H", "H", "H", "H", "H", "H", "H", "H"], "coordinates": [[-0.175, 0.049, 1.368], [0.413, 2.094, -0.149], [-0.479, -1.934, -0.760], [0.293, 0.668, 0.092], [-0.945, -0.069, 0.098], [1.340, -0.640, -0.809], [2.163, -1.075, -0.136], [-2.055, 0.213, -0.320], [0.475, -0.735, 1.750], [-0.558, 0.740, 2.114], [-0.489, 2.612, 0.189], [1.287, 2.488, 0.371], [0.520, 2.255, -1.222], [0.309, -2.674, -0.639], [-1.337, -2.210, -0.152], [-0.761, -1.783, -1.796]], "mulliken_charge": [-0.459, -0.930, -0.999, 0.054, 0.513, 0.233, -0.223, -0.656, 0.184, 0.324, 0.328, 0.323, 0.315, 0.350, 0.357, 0.285]}


{"formula": "C6H8N", "method": "wB97M-V/def2-TZVPD", "charge": 1, "total_energy_ha": -287.7898, "relative_energy_ev": 4.530, "multiplicity": 1, "orbital_gap_ha": 0.31065, "fmax_ev_per_a": 2.98, "mol_weight_g_mol": 94.14, "homo_ev": -13.254, "symbols": ["N", "C", "C", "C", "C", "C", "C", "H", "H", "H", "H", "H", "H", "H", "H"], "coordinates": [[-2.446, -0.086, -0.272], [-1.290, -0.630, 0.046], [0.065, -0.196, 0.476], [1.225, -1.182, 0.405], [1.993, -0.407, -0.444], [0.930, 0.625, -0.556], [0.581, 1.247, 0.717], [-2.777, 0.825, -0.082], [-3.048, -0.648, -0.781], [-1.315, -1.789, -0.160], [1.255, -2.119, 0.888], [3.035, -0.416, -0.848], [0.688, 1.062, -1.579], [1.262, 1.619, 1.450], [-0.157, 2.096, 0.738]], "mulliken_charge": [-0.266, -0.068, 0.636, -0.658, -0.458, 0.006, -0.747, 0.244, 0.249, 0.309, 0.502, 0.392, 0.369, 0.270, 0.222]}


{"formula": "C4H8N2O", "method": "wB97M-V/def2-TZVPD", "total_energy_ha": -341.9342, "relative_energy_ev": 1.889, "multiplicity": 1, "orbital_gap_ha": 0.33610, "fmax_ev_per_a": 3.07, "mol_weight_g_mol": 100.12, "homo_ev": -8.475, "symbols": ["C", "C", "C", "N", "C", "N", "H", "H", "H", "H", "H", "H", "O", "H", "H"], "coordinates": [[-0.435, 0.795, 1.058], [0.393, 0.461, -0.077], [1.482, -0.354, -0.148], [1.859, -0.574, -1.448], [0.841, -0.089, -2.145], [-0.068, 0.615, -1.397], [-1.529, 0.644, 0.904], [-0.277, 0.032, 1.831], [-0.180, 1.873, 1.235], [2.060, -0.638, 0.697], [0.870, 0.075, -3.266], [-0.326, 1.513, -1.707], [-2.668, -0.747, 2.790], [-3.463, -1.208, 2.948], [-2.038, -1.483, 2.824]], "mulliken_charge": [-1.002, 0.557, -0.397, -0.559, -0.207, -0.153, 0.322, 0.168, 0.274, 0.425, 0.304, 0.271, -0.609, 0.296, 0.311]}


{"formula": "C2H2OS2", "method": "wB97M-V/def2-TZVPD", "total_energy_ha": -948.9155, "relative_energy_ev": 2.436, "multiplicity": 1, "orbital_gap_ha": 0.27334, "fmax_ev_per_a": 11.02, "mol_weight_g_mol": 106.17, "homo_ev": -9.494, "symbols": ["O", "C", "C", "S", "S", "H", "H"], "coordinates": [[0.682, 1.331, -0.486], [0.687, 0.283, 0.283], [-0.346, -0.562, 0.276], [-0.699, -1.405, 1.653], [-1.115, -0.633, -1.195], [1.717, 0.017, 0.853], [-0.925, 0.968, -1.385]], "mulliken_charge": [-0.537, 0.349, 0.047, -0.167, -0.243, 0.288, 0.262]}


{"formula": "C22H46N2O2SSi4TeW", "method": "wB97M-V/def2-TZVPD", "charge": 2, "total_energy_ha": -3016.7530, "relative_energy_ev": 0.425, "multiplicity": 1, "orbital_gap_ha": [0.20836, 0.20826], "fmax_ev_per_a": 0.63, "mol_weight_g_mol": 826.47, "homo_ev": [-13.274, -13.273], "symbols": ["W", "C", "C", "O", "C", "C", "C", "C", "C", "C", "O", "H", "H", "H", "H", "H", "H", "H", "C", "N", "C", "C", "S", "N", "C", "C", "H", "H", "H", "H", "H", "H", "H", "H", "H", "H", "H", "H", "C", "Si", "C", "C", "Si", "Te", "Si", "C", "C", "C", "Si", "C", "C", "C", "H", "H", "H", "H", "H", "H", "H", "H", "H", "H", "H", "H", "H", "H", "H", "H", "H", "H", "H", "H", "H", "H", "H", "H", "H", "H", "H"], "coordinates": [[-0.237, 0.310, -2.639], [-1.288, 4.561, -2.956], [-1.495, 3.085, -3.076], [-0.580, 2.353, -2.604], [-2.672, 2.531, -3.690], [-3.619, 3.391, -4.286], [-4.762, 2.901, -4.864], [-5.000, 1.525, -4.846], [-4.100, 0.657, -4.264], [-2.928, 1.143, -3.693], [-2.102, 0.225, -3.136], [-0.373, 4.757, -2.407], [-2.133, 5.030, -2.452], [-1.212, 5.008, -3.950], [-3.435, 4.456, -4.294], [-5.473, 3.571, -5.325], [-5.904, 1.131, -5.292], [-4.284, -0.408, -4.238], [-1.334, -2.478, -1.699], [-0.452, -1.846, -2.728], [-0.648, -2.466, -4.063], [0.850, -1.417, -2.343], [0.984, 0.523, -4.374], [1.921, -2.097, -2.239], [2.003, -3.556, -2.393], [3.204, -1.402, -2.034], [-2.363, -2.204, -1.925], [-1.071, -2.101, -0.713], [-1.227, -3.562, -1.742], [-0.688, -3.549, -3.966], [0.161, -2.162, -4.725], [-1.593, -2.106, -4.467], [1.014, -3.981, -2.532], [2.454, -3.968, -1.493], [2.635, -3.787, -3.250], [3.012, -0.405, -1.646], [3.715, -1.340, -2.993], [3.801, -1.975, -1.331], [2.699, 1.708, 4.557], [2.529, 1.603, 2.697], [4.069, 0.898, 1.897], [2.083, 3.262, 1.958], [0.753, 0.078, 2.340], [0.009, 0.753, -0.101], [1.347, -2.194, 2.591], [2.485, -2.685, 1.183], [2.223, -2.288, 4.240], [-0.172, -3.295, 2.565], [-1.333, 0.608, 3.340], [-1.590, 2.459, 3.294], [-1.152, -0.029, 5.091], [-2.703, -0.294, 2.427], [3.536, 2.361, 4.819], [2.888, 0.732, 5.010], [1.800, 2.127, 5.017], [4.911, 1.584, 2.025], [3.929, 0.746, 0.824], [4.353, -0.056, 2.348], [2.858, 3.994, 2.202], [1.137, 3.638, 2.351], [2.004, 3.214, 0.870], [3.376, -2.055, 1.139], [1.938, -2.570, 0.251], [2.804, -3.727, 1.282], [3.141, -1.696, 4.240], [2.496, -3.321, 4.468], [1.590, -1.928, 5.055], [-0.715, -3.224, 1.616], [-0.869, -3.037, 3.366], [0.116, -4.340, 2.708], [-0.822, 2.983, 3.868], [-2.559, 2.716, 3.729], [-1.572, 2.843, 2.271], [-0.307, 0.437, 5.604], [-1.010, -1.112, 5.119], [-2.052, 0.198, 5.667], [-2.818, 0.070, 1.404], [-3.655, -0.137, 2.940], [-2.520, -1.371, 2.395]], "mulliken_charge": [2.407, -1.754, 1.260, -0.606, 0.463, -0.715, -0.992, -0.497, -0.850, 0.645, -0.717, 0.328, 0.462, 0.438, 0.439, 0.431, 0.447, 0.452, -0.755, 0.306, -0.973, -0.281, -0.246, 0.382, -0.838, -0.941, 0.274, 0.177, 0.420, 0.498, 0.421, 0.182, 0.290, 0.328, 0.362, 0.219, 0.372, 0.439, -0.976, 0.379, -0.877, -0.973, 0.047, -1.145, 0.307, -0.210, -1.085, -0.954, 0.273, -1.021, -0.959, -0.846, 0.406, 0.309, 0.290, 0.408, 0.146, 0.279, 0.396, 0.259, 0.273, 0.266, -0.590, 0.560, 0.285, 0.409, 0.333, 0.189, 0.294, 0.425, 0.283, 0.401, 0.295, 0.309, 0.264, 0.428, 0.202, 0.395, 0.245]}


Q: What is the formula in the third record?
A: C6H8N